DFT (ωB97M-V/def2-TZVPD) results for C43H55N3O8SSeW as an isolated structure.

Geometry as XYZ:
```
112
Properties=species:S:1:pos:R:3:forces:R:3:mulliken_charge:R:1
W 1.01376 -0.90757 -0.38976 -0.344 1.314 -2.102 0.119
C -3.23104 5.18653 -1.61179 0.025 0.003 0.005 -2.045
C -1.97185 5.49151 -0.79401 -0.012 0.014 -0.015 1.993
C -1.05983 6.42808 -1.60259 -0.011 0.005 0.016 -1.601
C -2.39754 6.18958 0.50476 -0.001 -0.024 -0.006 -1.751
C -1.18212 4.22010 -0.49248 0.009 0.042 0.025 -0.059
C -1.31930 3.07840 -1.27967 -0.035 -0.074 -0.058 -0.858
C -0.55269 1.97434 -0.97661 0.063 -0.095 0.039 0.926
Se -0.74997 0.29504 -1.91064 -0.295 0.001 0.262 0.543
C -2.24079 -0.36429 -0.88564 0.139 -0.015 -0.002 0.441
C -3.54309 -0.06968 -1.22212 0.032 0.063 -0.065 -0.671
C -4.56448 -0.48319 -0.36742 -0.012 -0.017 0.046 -0.135
C -4.20638 -1.18167 0.78721 -0.005 0.004 -0.055 -0.195
C -2.89884 -1.51368 1.14358 0.108 -0.015 0.042 -0.114
C -1.91498 -1.07916 0.25849 -0.181 -0.018 0.015 0.205
O -0.57894 -1.37331 0.44127 0.369 0.133 0.033 -0.471
C -2.56235 -2.28566 2.42156 0.015 0.003 0.004 2.214
C -3.82188 -2.59874 3.23204 0.005 0.004 -0.014 -2.367
C -1.88688 -3.61916 2.06242 -0.016 0.014 0.006 -1.553
C -1.63304 -1.43565 3.30464 -0.019 0.001 -0.021 -1.437
C -6.02965 -0.23168 -0.71252 -0.028 -0.008 -0.014 1.952
C -6.86123 0.01416 0.55260 0.017 0.010 -0.004 -1.791
C -6.18367 0.98278 -1.63484 0.003 -0.020 0.005 -1.942
C -6.55748 -1.48316 -1.43334 -0.004 0.013 0.012 -1.611
C 0.34356 1.97452 0.07777 0.082 0.124 -0.136 -0.053
O 1.05870 0.79994 0.25199 -0.269 -0.327 0.427 0.352
C 0.53582 3.09044 0.88311 0.062 -0.038 0.001 -0.491
C -0.25899 4.18871 0.55563 -0.027 -0.004 -0.024 -0.490
C 1.55190 3.10577 2.02739 0.002 -0.012 -0.003 2.393
C 1.57476 4.46405 2.73048 0.011 -0.003 -0.016 -2.369
C 2.95803 2.83565 1.46679 -0.031 0.009 0.006 -1.565
C 1.18162 2.03886 3.07097 -0.007 0.026 -0.017 -1.630
H -3.81534 6.09872 -1.72660 0.000 0.001 -0.003 0.476
H -3.86207 4.44598 -1.11456 -0.009 0.005 -0.004 0.472
H -2.99695 4.83456 -2.61808 0.000 -0.009 0.001 0.345
H -1.58627 7.35687 -1.82609 0.001 0.000 -0.003 0.442
H -0.76259 5.96937 -2.54738 0.003 0.002 -0.001 0.348
H -0.15636 6.67755 -1.04348 0.000 0.004 -0.001 0.356
H -3.05062 7.02838 0.26536 0.001 0.004 -0.002 0.481
H -1.55054 6.59758 1.05641 0.002 -0.013 0.008 0.413
H -2.94615 5.51043 1.16017 -0.006 0.011 0.005 0.380
H -2.01900 3.04765 -2.10366 0.001 0.004 0.006 0.332
H -3.76138 0.47897 -2.12807 -0.004 0.000 0.007 0.385
H -4.99621 -1.49876 1.44895 -0.009 -0.002 -0.001 0.395
H -4.51448 -3.23539 2.67913 -0.011 0.005 0.010 0.455
H -4.34345 -1.69156 3.54154 -0.009 -0.006 0.002 0.437
H -3.53554 -3.13570 4.13597 0.006 -0.003 -0.003 0.437
H -2.54583 -4.23142 1.44411 0.005 -0.001 -0.003 0.351
H -1.67557 -4.17271 2.97828 -0.001 -0.007 -0.004 0.497
H -0.94336 -3.47691 1.53661 0.008 0.002 -0.002 0.138
H -2.09266 -0.47260 3.53444 0.006 0.002 0.009 0.342
H -0.66575 -1.25563 2.83592 -0.003 0.005 0.012 0.068
H -1.45089 -1.95403 4.24650 0.001 -0.004 0.000 0.532
H -6.45175 0.83396 1.14596 -0.008 0.000 0.007 0.388
H -6.93307 -0.87169 1.18366 0.007 0.004 0.006 0.408
H -7.87881 0.28011 0.26764 -0.001 0.001 -0.003 0.482
H -5.71544 1.87241 -1.20719 -0.007 0.007 -0.002 0.424
H -7.24252 1.19799 -1.77375 -0.002 -0.003 -0.004 0.471
H -5.76699 0.80593 -2.62785 0.009 0.004 0.002 0.347
H -6.49350 -2.36290 -0.79068 0.001 -0.003 -0.004 0.359
H -5.99034 -1.68169 -2.34468 -0.003 -0.003 -0.002 0.353
H -7.60321 -1.33965 -1.70840 -0.002 -0.001 0.002 0.437
H -0.14712 5.07923 1.15361 0.001 0.008 -0.003 0.486
H 1.87915 5.26625 2.05618 -0.012 0.011 0.005 0.457
H 2.29702 4.42887 3.54574 0.006 -0.003 -0.005 0.420
H 0.60522 4.71379 3.16412 0.005 0.005 0.006 0.463
H 3.22298 3.57289 0.70687 0.009 0.005 -0.001 0.416
H 3.04103 1.83837 1.03101 0.010 0.005 0.013 0.017
H 3.68910 2.90387 2.27343 0.004 -0.003 -0.006 0.574
H 0.18358 2.22133 3.47305 0.002 -0.011 0.001 0.385
H 1.89048 2.08069 3.89871 -0.003 0.004 0.003 0.529
H 1.21380 1.02765 2.66635 -0.006 -0.013 -0.007 0.085
C 5.49447 -3.64497 0.29198 -0.002 0.020 -0.017 -1.161
C 5.68714 -2.53360 -0.73156 0.028 -0.041 -0.020 -1.080
C 5.42194 -1.09248 -0.18358 -0.049 0.081 -0.139 2.325
C 6.43568 -0.66458 0.87904 -0.012 0.001 0.061 -0.848
C 6.21242 0.75737 1.38335 0.003 -0.030 0.002 -1.227
C 5.57075 -0.19245 -1.42649 0.038 -0.045 0.114 -0.248
O 6.62302 0.16349 -1.84996 0.030 0.030 -0.024 -0.512
N 4.38688 0.19169 -2.15004 -0.101 0.083 -0.089 0.219
C 3.17732 -0.15309 -1.73150 0.036 -0.212 0.365 -0.181
O 2.03536 0.16170 -2.18715 -0.203 -0.185 0.313 -0.650
N 3.03937 -0.91374 -0.63660 0.139 -0.474 0.715 0.820
C 4.01169 -1.09928 0.35037 -0.036 0.198 0.186 -0.477
O 3.62196 -1.26093 1.48150 0.344 -0.082 -0.263 -0.597
H 5.75852 -4.60039 -0.16030 -0.011 0.001 -0.002 0.441
H 4.46114 -3.70655 0.63999 0.007 -0.007 0.013 0.242
H 6.13154 -3.50874 1.16392 0.002 -0.009 0.000 0.319
H 5.03837 -2.70784 -1.59764 0.005 -0.008 0.000 0.338
H 6.71148 -2.52705 -1.10698 0.006 0.003 0.008 0.520
H 7.43132 -0.76555 0.44723 -0.009 -0.002 -0.016 0.413
H 6.36479 -1.36611 1.70991 0.001 0.008 0.000 0.413
H 6.25367 1.48465 0.56980 0.010 0.009 0.000 0.308
H 6.99018 1.02814 2.09494 -0.001 0.005 0.006 0.527
H 5.25285 0.85157 1.89438 0.018 -0.005 -0.011 0.246
H 4.52230 0.75820 -2.98017 -0.035 0.006 -0.003 0.358
O 1.42327 -2.87979 0.18122 0.129 -0.301 0.079 -0.792
C 1.29802 -3.29553 -1.02271 0.011 -0.044 0.257 1.153
N 0.86974 -2.35307 -1.86926 0.128 -0.197 0.043 0.183
S 1.18094 -2.83737 -3.49704 0.057 0.114 0.021 0.974
O 2.39385 -2.19690 -3.88790 -0.075 -0.039 -0.010 -0.568
O -0.01661 -2.70101 -4.24202 -0.049 0.003 -0.003 -0.612
C 1.52521 -4.50245 -2.98867 -0.029 0.066 0.133 0.189
C 1.76319 -5.58658 -3.79786 0.002 0.011 -0.066 -0.803
C 2.10248 -6.78245 -3.16339 -0.003 0.014 0.035 -0.543
C 2.20612 -6.87075 -1.77781 0.004 -0.030 -0.020 -0.893
C 1.96743 -5.76667 -0.97092 -0.001 0.027 0.021 -0.262
C 1.61993 -4.58089 -1.59854 -0.015 -0.103 -0.117 -0.137
H 1.69433 -5.52186 -4.87520 0.001 -0.005 0.001 0.519
H 2.29143 -7.66142 -3.76471 -0.001 0.003 -0.008 0.454
H 2.47134 -7.81614 -1.32526 0.000 0.001 0.000 0.470
H 2.03540 -5.82722 0.10710 -0.002 0.003 -0.001 0.634
```
Forces are in eV/Å.

Properties
* charge: +2
* ΔE to the lowest compared entry with this formula, charge and spin: 58.3 kJ/mol
* HOMO energy: -13.867 eV
* maximum force: 2.50 eV/A
* LUMO energy: -7.8 eV